Entry from the Open Molecules 2025 dataset: a 13-piece molecular cluster, C93H203N9O13 overall in a non-equilibrium geometry (ωB97M-V with the def2-TZVPD basis set).

The geometry in XYZ format:
```
318
Properties=species:S:1:pos:R:3:lowdin_charge:R:1
C -2.4187 -31.8873 20.3693 0.0026
C -2.2363 -30.7060 21.3782 -0.5204
C -3.3674 -30.6674 22.4244 -0.1053
C -3.0862 -31.7886 23.4650 -0.1849
C -1.7410 -31.6732 24.1241 -0.1300
C -0.5594 -31.7359 23.0872 -0.5163
N -0.9231 -30.7460 22.0454 -0.0644
O 0.1324 -30.7215 21.0250 -0.0421
C 0.7267 -31.1947 23.8184 -0.0235
C -0.3523 -33.1146 22.5649 -0.0415
C -2.3080 -29.4378 20.5868 -0.0532
H -2.3939 -32.7646 20.9690 0.0482
H -1.6357 -31.7395 19.6347 0.0729
H -3.3244 -31.7649 19.7754 0.0806
H -3.3405 -29.7161 22.9386 0.1119
H -4.3216 -30.8081 21.9618 0.0954
H -3.1653 -32.7203 22.9299 0.0867
H -3.9597 -31.8706 24.1602 0.1239
H -1.5942 -32.5400 24.8196 0.1356
H -1.6806 -30.7350 24.6737 0.1125
H 0.8625 -31.7157 24.7700 0.0831
H 1.6416 -31.2653 23.1727 0.0945
H 0.5256 -30.1381 23.9900 0.0516
H 0.4074 -33.6479 23.1553 0.0915
H -1.2719 -33.6793 22.4584 0.0721
H 0.1643 -32.9539 21.6003 0.0949
H -3.2258 -29.2730 20.0327 0.0640
H -1.5104 -29.3833 19.8069 0.0834
H -2.1234 -28.5575 21.2673 0.0913
H 0.5402 -29.8559 21.1799 0.0932
C -1.7995 -25.0193 25.8121 -0.0077
C -0.3659 -24.5006 25.4110 -0.5186
C 0.7539 -25.0583 26.3273 -0.1339
C 1.0124 -26.5286 26.1014 -0.1939
C 1.2620 -26.8543 24.6471 -0.1305
C 0.2360 -26.1825 23.6626 -0.5035
N 0.0300 -24.7980 24.0685 -0.0827
O -0.9433 -24.2624 23.2148 -0.0961
C 0.9464 -26.2413 22.3273 -0.0311
C -1.0589 -27.0149 23.5690 -0.0065
C -0.4082 -22.9744 25.5427 -0.0456
H -2.3407 -25.0800 24.9114 0.0396
H -2.2449 -24.2979 26.5347 0.0954
H -1.7519 -26.0088 26.2591 0.0647
H 1.6294 -24.4876 25.9963 0.1225
H 0.3935 -24.9154 27.3629 0.1326
H 0.1040 -27.0967 26.4527 0.1189
H 1.8617 -26.8391 26.7517 0.1210
H 1.2832 -27.9179 24.4433 0.0934
H 2.3152 -26.5671 24.2836 0.1371
H 1.0378 -27.2637 21.9045 0.0973
H 0.2803 -25.6040 21.6843 0.0834
H 1.8767 -25.6839 22.4091 0.0755
H -0.7386 -27.9982 23.2415 0.0644
H -1.5615 -27.0964 24.4999 0.0550
H -1.6567 -26.4864 22.8190 0.0810
H -0.7332 -22.6733 26.5592 0.0863
H -1.1706 -22.4478 24.8837 0.0975
H 0.5961 -22.5186 25.3298 0.0916
H -0.4535 -23.5367 22.7571 0.0810
C -2.5963 -20.6738 16.6934 -0.0273
C -3.8759 -19.9316 16.9393 -0.5131
C -3.7600 -18.4042 16.7012 -0.1213
C -5.1288 -17.7511 16.7367 -0.1904
C -6.0996 -18.4166 15.7674 -0.1267
C -6.2247 -19.9884 15.8619 -0.4869
N -4.8165 -20.4769 15.9510 -0.0626
O -4.9033 -21.8440 16.3065 -0.0481
C -7.0687 -20.3340 17.0703 -0.0237
C -6.7885 -20.5388 14.5393 -0.0187
C -4.2565 -20.1226 18.4262 -0.0305
H -2.4714 -21.7539 16.9858 0.0909
H -1.8151 -20.1428 17.2678 0.0866
H -2.4277 -20.5503 15.6440 0.0556
H -3.0347 -18.0734 17.4116 0.1060
H -3.3472 -18.2292 15.6325 0.1460
H -5.0696 -16.6739 16.4924 0.1184
H -5.5443 -17.8086 17.7561 0.1006
H -5.8193 -18.1971 14.7398 0.1039
H -7.0685 -17.9107 15.8620 0.1200
H -8.1099 -19.9886 17.0711 0.0993
H -7.0232 -21.3989 17.0971 0.0479
H -6.5792 -19.8587 17.9076 0.0579
H -7.7659 -20.0904 14.2879 0.0941
H -6.0080 -20.3284 13.7542 0.0756
H -6.9268 -21.6260 14.5871 0.0721
H -4.6778 -21.1133 18.6228 0.0699
H -4.9035 -19.3668 18.8867 0.0778
H -3.3484 -20.0992 19.0034 0.0499
H -4.3404 -22.2886 15.6927 0.0532
C -0.2814 -20.0532 21.9971 -0.0236
C 0.4132 -20.6295 20.6919 -0.4924
C 1.1291 -19.4157 19.9766 -0.1132
C 1.9285 -19.9818 18.8026 -0.1499
C 2.9098 -21.1053 19.3248 -0.1104
C 2.3115 -22.2383 20.1645 -0.5372
N 1.4413 -21.5691 21.1619 -0.0407
O 0.8716 -22.6158 22.0009 -0.0620
C 1.6923 -23.3344 19.3123 -0.0093
C 3.5168 -22.7775 20.9191 -0.0361
C -0.7043 -21.2171 19.9204 -0.0493
H 0.3832 -19.5592 22.6946 0.0780
H -0.9258 -20.8050 22.4846 0.0775
H -0.9703 -19.3072 21.6251 0.0711
H 0.3707 -18.7474 19.6408 0.1052
H 1.7496 -18.9824 20.7863 0.1272
H 2.4811 -19.2034 18.3248 0.0933
H 1.1565 -20.3145 18.0565 0.1064
H 3.6327 -20.5537 19.8217 0.0926
H 3.3252 -21.6615 18.5095 0.1021
H 0.9760 -22.9034 18.6525 0.0504
H 2.5035 -23.8783 18.8205 0.0958
H 1.1658 -23.9817 20.0435 0.0830
H 3.7214 -21.9882 21.6474 0.0898
H 3.2155 -23.6895 21.4412 0.0712
H 4.3870 -22.9121 20.2141 0.1099
H -1.6391 -20.6406 19.9265 0.0747
H -1.0011 -22.2264 20.2954 0.0934
H -0.4379 -21.4844 18.9008 0.0569
H 1.2506 -22.4967 22.8693 0.0941
C -11.0424 -26.7714 13.4689 -0.0294
C -9.8115 -26.9918 14.3581 -0.5020
C -9.0985 -28.3456 14.2129 -0.1424
C -8.2224 -28.3950 12.9728 -0.1927
C -7.1610 -27.3225 12.9716 -0.1508
C -7.7947 -25.9641 13.0013 -0.5288
N -8.7152 -25.9642 14.1646 -0.0903
O -9.3438 -24.7213 14.2918 -0.0711
C -6.7828 -24.8395 13.2827 -0.0258
C -8.5323 -25.6097 11.6887 -0.0282
C -10.2995 -26.9541 15.8276 -0.0375
H -11.3721 -25.7548 13.7490 0.0824
H -11.8360 -27.4591 13.7605 0.0785
H -10.8434 -26.8268 12.3443 0.0888
H -8.3881 -28.5395 15.0451 0.1224
H -9.8705 -29.1390 14.2685 0.1264
H -8.7865 -28.3322 12.0338 0.1083
H -7.7209 -29.3634 12.9693 0.1096
H -6.5155 -27.4667 12.0882 0.1306
H -6.5142 -27.3395 13.9017 0.1207
H -6.4684 -24.8406 14.3138 0.0663
H -5.9935 -24.8596 12.5612 0.0732
H -7.3420 -23.8795 13.1266 0.0910
H -7.8223 -25.4763 10.8914 0.0749
H -9.2152 -26.3791 11.2876 0.0586
H -9.1490 -24.6958 11.9551 0.1061
H -10.9732 -27.8303 15.9967 0.0973
H -10.8977 -26.0233 15.9644 0.0863
H -9.4368 -27.0473 16.4891 0.0597
H -8.9541 -24.2966 15.1135 0.0834
C -4.4823 -21.6902 11.6718 -0.0282
C -3.5572 -20.7452 10.8842 -0.5201
C -3.0355 -19.5332 11.7167 -0.1162
C -2.1172 -20.0242 12.8497 -0.1751
C -0.9263 -20.7769 12.2325 -0.1575
C -1.3179 -21.8944 11.3392 -0.5020
N -2.3055 -21.3590 10.3310 -0.0780
O -2.6414 -22.4606 9.4967 -0.0512
C -0.1070 -22.3992 10.5557 -0.0363
C -1.8102 -23.0902 12.2407 -0.0209
C -4.3362 -20.2589 9.6900 -0.0481
H -4.5311 -22.6446 11.1586 0.0827
H -5.4668 -21.2218 11.7005 0.0768
H -4.1634 -21.8336 12.7058 0.0553
H -2.5428 -18.8605 10.9713 0.1283
H -3.9385 -19.0185 12.1387 0.1251
H -2.7303 -20.6564 13.5316 0.0799
H -1.6813 -19.2029 13.4719 0.1187
H -0.2155 -21.1102 13.0260 0.1208
H -0.3526 -20.0413 11.7067 0.1126
H 0.7734 -22.5849 11.1221 0.0707
H -0.3897 -23.3276 10.0193 0.0939
H 0.0970 -21.6372 9.8337 0.0777
H -2.4174 -23.7404 11.6046 0.0843
H -0.9361 -23.6702 12.5486 0.0810
H -2.4020 -22.7485 13.0939 0.0443
H -4.5951 -21.1452 9.1095 0.0860
H -3.7358 -19.5630 9.1317 0.0770
H -5.2059 -19.6735 10.0457 0.0968
H -2.0312 -22.2259 8.7703 0.1163
C -6.7999 -26.7666 20.7774 -0.0576
C -7.4174 -28.0238 20.2188 -0.5022
C -6.2191 -29.0583 20.1154 -0.1049
C -6.7596 -30.4885 20.0220 -0.1666
C -7.6831 -30.7785 21.1818 -0.1520
C -8.8568 -29.8732 21.2033 -0.5617
N -8.3746 -28.5036 21.2647 -0.0688
O -9.4830 -27.5677 21.4390 -0.0167
C -9.7622 -30.0761 19.9743 -0.0248
C -9.7259 -30.0975 22.4233 -0.0318
C -8.0952 -27.7663 18.8786 -0.0340
H -5.8882 -26.3833 20.3274 0.0683
H -6.5961 -26.9980 21.8341 0.0946
H -7.5495 -25.9262 20.7727 0.0916
H -5.6824 -28.8840 19.1524 0.1213
H -5.5966 -28.8411 20.9934 0.1086
H -5.9681 -31.1914 19.9685 0.0839
H -7.3584 -30.6500 19.0767 0.1204
H -7.2392 -30.6610 22.1614 0.1152
H -8.0359 -31.8107 21.2030 0.1341
H -10.4610 -30.8752 20.1531 0.0778
H -10.1923 -29.1597 19.6254 0.0748
H -9.1860 -30.4679 19.1239 0.0649
H -10.3013 -29.1905 22.6219 0.0782
H -10.3427 -31.0211 22.3813 0.0965
H -9.0224 -30.1929 23.2850 0.0921
H -7.2016 -27.5369 18.2399 0.0900
H -8.7888 -26.9419 19.0203 0.0789
H -8.5411 -28.6844 18.5006 0.0589
H -9.1820 -27.0417 22.1481 0.0733
C 3.2105 -27.4625 16.7837 -0.0153
C 2.9816 -28.0936 15.3710 -0.5133
C 1.6062 -27.5399 14.8984 -0.1330
C 1.3987 -27.7989 13.4103 -0.1719
C 2.5546 -27.2436 12.6005 -0.1256
C 3.9009 -27.8614 13.0122 -0.5071
N 3.9978 -27.5821 14.4727 -0.1104
O 5.2525 -27.9911 14.9494 -0.0454
C 4.0700 -29.3216 12.7199 -0.0283
C 5.0087 -27.0869 12.3464 -0.0323
C 2.9871 -29.5993 15.5367 -0.0380
H 2.3574 -27.5915 17.4720 0.0909
H 3.5018 -26.4277 16.5266 0.0836
H 4.0619 -27.9266 17.2831 0.0741
H 0.8230 -28.0464 15.5143 0.1204
H 1.7081 -26.4929 15.1484 0.0854
H 0.4144 -27.3517 13.0329 0.1219
H 1.2775 -28.8914 13.1540 0.1122
H 2.5065 -26.1622 12.6978 0.1153
H 2.2824 -27.4480 11.5847 0.1158
H 4.9540 -29.6844 13.1227 0.0717
H 3.3305 -30.0477 12.9248 0.0541
H 4.0388 -29.4013 11.6358 0.0969
H 4.9522 -26.0417 12.6794 0.0855
H 5.9470 -27.4884 12.7186 0.0809
H 4.9666 -27.1036 11.2462 0.0984
H 2.3789 -29.9024 16.3951 0.0838
H 4.0193 -29.9072 15.7696 0.0946
H 2.5309 -30.2023 14.7379 0.0685
H 5.4604 -27.4829 15.7924 0.1321
C -1.7576 -24.3735 17.7999 -0.0086
C -1.8483 -25.8448 17.6232 -0.5113
C -3.1408 -26.4805 18.1389 -0.1344
C -4.3752 -26.1621 17.3956 -0.1789
C -4.2426 -26.6754 15.9557 -0.1089
C -2.9849 -26.1133 15.3095 -0.4608
N -1.7955 -26.2564 16.1955 -0.0604
O -0.7673 -25.6115 15.4784 -0.1019
C -2.6685 -27.0608 14.0747 0.0110
C -3.1229 -24.6644 14.8952 -0.0228
C -0.6180 -26.4868 18.1883 -0.0203
H -1.4743 -24.1176 18.7849 0.0666
H -2.6908 -23.9087 17.4706 0.0700
H -0.8672 -24.0972 17.1820 0.0902
H -2.9709 -27.5703 18.1733 0.1155
H -3.2912 -26.2288 19.2237 0.1384
H -4.4753 -25.0452 17.3787 0.1142
H -5.2119 -26.5434 17.9219 0.0711
H -5.1266 -26.4756 15.3080 0.1049
H -4.1380 -27.7817 16.0279 0.1233
H -3.5148 -27.0271 13.3812 0.0869
H -1.7353 -26.7438 13.6093 0.0638
H -2.5339 -28.0252 14.4708 0.0347
H -2.1345 -24.1915 14.8181 0.0838
H -3.6479 -24.5288 13.9822 0.0659
H -3.7211 -24.1418 15.6462 0.0580
H -0.5208 -26.3727 19.2499 0.0740
H 0.3235 -26.0274 17.8243 0.0837
H -0.6047 -27.5380 17.8808 0.0834
H -0.0883 -26.3218 15.3415 0.0743
C -1.2035 -30.8046 13.7845 -0.0643
C -1.1692 -31.4416 15.1420 -0.4938
C -1.6243 -30.3650 16.1294 -0.0506
O -2.1113 -32.5013 15.2354 -0.0497
H -0.7952 -31.2952 12.9431 0.0676
H -0.7618 -29.8466 13.8458 0.0399
H -2.2845 -30.7059 13.5598 0.1040
H -0.1666 -31.8327 15.3875 0.1400
H -1.5460 -30.7833 17.1252 0.0632
H -2.6693 -30.0352 15.8826 0.0962
H -0.9478 -29.4952 16.0774 0.0602
H -2.2666 -32.8016 14.3262 0.0882
C -7.8346 -24.2744 17.5835 -0.0158
C -9.2773 -23.6995 17.6526 -0.4456
C -9.5630 -22.9079 18.9386 -0.0409
O -9.3676 -22.9141 16.4772 -0.0550
H -7.9042 -24.8562 16.6857 0.0482
H -7.6587 -24.9456 18.4109 0.0528
H -7.0155 -23.5700 17.4145 0.0744
H -9.9885 -24.4981 17.6220 0.1108
H -8.8336 -22.1328 19.1948 0.0746
H -9.4890 -23.5428 19.8364 0.0808
H -10.5235 -22.4301 18.9480 0.0662
H -10.0427 -22.2556 16.6029 0.0925
C 1.8119 -22.0296 15.1515 -0.0329
C 2.0163 -23.5699 14.9239 -0.4723
C 3.4800 -23.8457 14.9120 -0.0687
O 1.5976 -24.3843 15.9863 -0.0772
H 2.2037 -21.4212 14.3291 0.0786
H 2.4449 -21.6554 15.9450 0.0578
H 0.7792 -21.7927 15.3572 0.0603
H 1.5618 -23.8685 13.9931 0.1235
H 3.7542 -24.8888 14.6530 0.0687
H 3.9107 -23.4783 15.8383 0.0822
H 3.9584 -23.2040 14.1712 0.0825
H 0.6487 -24.5198 16.0577 0.0332
C -4.4874 -23.1179 23.2106 -0.0407
C -4.2168 -23.7651 21.8375 -0.4806
C -4.8032 -22.8699 20.7432 -0.0499
O -2.8790 -24.0016 21.4747 -0.0696
H -5.5560 -23.0509 23.2991 0.0666
H -4.0345 -22.1003 23.3872 0.1006
H -4.1157 -23.7384 24.0009 0.0469
H -4.7479 -24.7317 21.7868 0.1206
H -4.7802 -23.4459 19.8028 0.0801
H -4.2913 -21.9237 20.6408 0.0637
H -5.8227 -22.6323 20.9623 0.0679
H -2.3558 -24.5302 22.1245 0.0602
```

Computed properties:
Kohn-Sham gap, eV: 8.6
Relative energy (zero: lowest compared OMol25 entry of this formula, charge and spin), kcal/mol: 0.0
LUMO level, eV: 0.499
Total charge: 0
Spin multiplicity: 1